A molecular structure, C19H11MnN5O4Se, computed with ωB97M-V/def2-TZVPD.

XYZ file:
```
41
Properties=species:S:1:pos:R:3:forces:R:3:lowdin_spin:R:1
Mn 1.882 0.000 -1.349 -0.5 0.0 0.0 2.90
O -1.533 0.000 1.402 0.1 0.0 -0.1 0.01
C -0.519 0.000 0.474 0.0 0.0 0.3 0.09
O -0.247 0.000 -1.669 -0.1 0.0 0.0 0.09
C 0.761 0.000 1.277 0.1 0.0 0.1 0.00
C 0.809 0.000 2.673 -0.1 0.0 -0.1 0.00
C 2.040 0.000 3.302 0.1 0.0 -0.1 0.00
C 3.217 0.000 2.546 -0.2 0.0 0.1 0.00
C 3.090 0.000 1.177 0.2 0.0 0.0 0.00
N 1.887 0.000 0.587 0.2 0.0 -0.2 -0.02
C 4.178 0.000 0.145 0.0 0.0 -0.2 0.01
O 5.438 0.000 0.451 -0.1 0.0 0.0 0.01
O 3.854 0.000 -1.050 0.3 0.0 0.4 0.04
H -2.405 0.000 0.992 -0.2 0.0 0.0 0.00
H -0.112 0.000 3.236 0.0 0.0 0.0 0.00
H 2.095 0.000 4.382 0.0 0.0 0.0 0.00
H 4.181 0.000 3.038 0.0 0.0 0.0 0.00
H 5.613 0.000 1.403 0.1 0.0 0.0 0.00
Se -5.388 0.000 -1.725 0.3 0.0 0.0 0.12
N -4.192 1.284 -1.464 -0.1 -0.2 0.0 0.07
C -3.030 0.733 -1.209 0.2 0.3 0.0 0.02
C -1.893 1.636 -0.959 -0.3 -0.2 0.0 0.25
C -2.036 3.009 -0.943 0.0 0.1 0.0 -0.01
C -0.918 3.819 -0.830 0.2 -0.1 0.0 0.28
C 0.383 3.218 -0.857 -0.2 0.1 0.0 0.07
N 0.578 1.940 -0.829 0.1 -0.1 0.0 0.15
C -0.548 1.073 -0.718 0.1 0.1 -0.2 0.05
C -0.548 -1.073 -0.718 0.1 -0.1 -0.2 0.05
N 0.578 -1.940 -0.829 0.1 0.1 0.0 0.15
C 0.383 -3.218 -0.857 -0.2 -0.1 0.0 0.07
C -0.918 -3.819 -0.830 0.2 0.1 0.0 0.28
C -2.036 -3.009 -0.943 0.0 -0.1 0.0 -0.01
C -1.893 -1.636 -0.958 -0.3 0.2 0.0 0.25
C -3.030 -0.733 -1.209 0.2 -0.3 0.0 0.02
N -4.192 -1.284 -1.464 -0.1 0.2 0.0 0.07
H -3.021 3.442 -1.062 0.0 0.0 0.0 -0.01
H -1.003 4.895 -0.822 0.0 0.0 0.0 0.01
H 1.258 3.851 -0.952 0.0 0.0 0.0 0.00
H 1.258 -3.851 -0.952 0.0 0.0 0.0 0.00
H -1.003 -4.895 -0.822 0.0 0.0 0.0 0.01
H -3.021 -3.442 -1.062 0.0 0.0 0.0 -0.01
```
Forces are in eV/Å.

Results
multiplicity = 6
orbital gap (spin up / spin down) = 6.830 / 6.921 eV
HOMO energy (spin up / spin down) = -13.98 / -15.14 eV
LUMO energy (spin up / spin down) = -7.150 / -8.220 eV
⟨S²⟩ = 8.84
charge = +2
relative energy (zero: lowest compared OMol25 entry of this formula, charge and spin) = 161.32 kcal/mol
max |F| = 0.5 eV/Å

---

A single C4H5NO2 molecule, computed with ωB97M-V/def2-TZVPD.

XYZ file:
```
12
Properties=species:S:1:pos:R:3:forces:R:3:mulliken_charge:R:1
C 2.171 -1.004 0.428 0.2 0.0 0.1 -0.70
C 0.196 -0.424 -0.650 0.3 -0.3 0.1 0.52
C -0.509 0.493 -1.273 0.3 -0.2 -0.2 -0.29
O -1.549 1.207 -0.677 -0.2 -0.2 0.4 -0.18
C -2.020 0.641 0.427 -0.1 0.4 -0.3 -0.35
O -2.984 1.453 0.835 0.1 -0.3 0.1 -0.34
N 0.873 -1.317 -0.158 -0.4 0.5 -0.4 -0.32
H 2.104 -1.073 1.517 0.0 0.0 -0.1 0.29
H 2.881 -1.758 0.082 0.0 0.1 0.1 0.26
H 2.523 -0.005 0.147 0.0 -0.1 0.1 0.30
H -0.344 0.749 -2.310 -0.1 -0.1 0.1 0.35
H -3.342 1.038 1.632 0.0 0.1 -0.1 0.46
```
Forces are in eV/Å.

Results
orbital gap = 9.587 eV
HOMO energy = -8.70 eV
LUMO energy = 0.885 eV
relative energy (zero: lowest compared OMol25 entry of this formula, charge and spin) = 92.56 kcal/mol
max |F| = 0.8 eV/Å

---

A molecular structure, C3H11NO2 in a non-equilibrium geometry, computed with ωB97M-V/def2-TZVPD.

XYZ file:
```
17
Properties=species:S:1:pos:R:3:forces:R:3:mulliken_charge:R:1
C 0.448 -1.804 -0.969 -2.1 -1.0 -1.3 -0.88
C -0.682 -0.993 -0.312 -0.7 0.4 -1.6 0.00
C -1.136 0.313 -0.731 -1.2 -2.2 1.3 -0.19
N -1.689 1.203 0.174 -0.3 -0.6 -1.2 -0.51
H 1.377 -1.268 -0.759 -0.6 -0.7 -0.4 0.14
H 0.415 -2.821 -0.561 0.1 0.2 0.0 0.33
H 0.220 -1.897 -2.041 0.5 0.0 0.1 0.29
H -0.953 -1.451 0.623 -0.2 1.0 0.7 0.26
H -1.027 0.633 -1.752 0.3 0.0 -0.2 0.33
H -1.197 1.174 1.054 0.1 0.2 0.7 0.36
H -1.764 2.152 -0.159 0.0 -0.1 -0.1 0.27
H 0.973 0.931 1.316 -0.2 0.3 0.1 0.45
H 0.896 2.147 2.330 -0.1 0.0 0.0 0.30
O 0.386 1.395 2.021 0.3 -0.2 0.1 -0.75
H 2.328 0.003 0.007 -0.1 0.2 0.0 0.19
H 0.011 0.045 -0.258 2.9 0.3 0.8 0.42
O 1.396 0.238 0.019 1.4 2.0 1.0 -1.03
```
Forces are in eV/Å.

Results
orbital gap = 9.566 eV
HOMO energy = -8.91 eV
LUMO energy = 0.656 eV
relative energy (zero: lowest compared OMol25 entry of this formula, charge and spin) = 90.54 kcal/mol
max |F| = 3.1 eV/Å

---

A molecular structure, AlO2V in a non-equilibrium geometry, computed with ωB97M-V/def2-TZVPD.

XYZ file:
```
4
Properties=species:S:1:pos:R:3:forces:R:3:mulliken_charge:R:1
Al 1.137 0.270 1.899 2.0 0.7 1.9 1.77
O 0.164 0.111 0.555 5.9 1.9 5.5 -0.14
V -0.913 -0.287 -0.479 -6.7 -2.1 -13.2 2.32
O -0.388 -0.095 -1.975 -1.3 -0.5 5.8 0.05
```
Forces are in eV/Å.

Results
orbital gap = 7.758 eV
HOMO energy = -35.54 eV
LUMO energy = -27.778 eV
charge = +4
relative energy (zero: lowest compared OMol25 entry of this formula, charge and spin) = 25.10 kcal/mol
max |F| = 14.9 eV/Å

---

A molecular structure, C28H27BrMnN3O6STe in a non-equilibrium geometry, computed with ωB97M-V/def2-TZVPD.

XYZ file:
```
68
Properties=species:S:1:pos:R:3:forces:R:3:lowdin_spin:R:1
Mn 0.005 -1.100 1.283 -0.8 0.7 1.7 2.00
O -2.390 1.993 0.437 0.2 0.0 0.1 0.06
C -2.240 0.810 0.759 -0.1 -0.3 -0.1 0.01
O -1.030 0.360 0.941 -0.3 0.9 -0.6 0.03
C -3.380 -0.119 0.884 -0.2 -0.1 0.0 0.00
C -4.622 0.348 0.440 0.1 0.1 0.0 0.00
C -5.737 -0.460 0.451 -0.1 0.0 0.0 0.00
C -5.627 -1.765 0.921 0.0 0.0 0.0 0.00
C -4.417 -2.239 1.382 0.1 0.0 0.0 0.00
C -3.276 -1.429 1.380 0.1 0.2 -0.2 -0.01
S -1.853 -2.168 2.088 0.6 0.0 0.1 -0.08
H -4.677 1.366 0.078 0.0 0.0 0.0 0.00
H -6.687 -0.084 0.098 0.0 0.0 0.0 0.00
H -6.493 -2.415 0.924 0.0 0.0 0.0 0.00
H -4.325 -3.250 1.758 0.0 0.0 0.0 0.00
C -0.301 -0.429 4.514 0.0 0.0 0.1 0.00
O 0.352 -0.117 3.267 -0.1 -0.2 0.0 0.01
H -1.039 0.333 4.765 0.0 0.0 0.0 0.00
H 0.439 -0.518 5.310 0.0 0.1 0.0 0.00
H -0.812 -1.374 4.382 0.0 0.0 0.0 0.00
H 0.841 0.700 3.381 0.1 0.1 -0.2 0.00
C 1.591 4.434 0.205 -0.1 0.0 0.0 0.07
Te 0.197 2.841 0.665 0.2 0.4 -0.3 0.70
C 0.036 2.662 -1.450 -0.1 -0.1 0.0 0.05
C 0.799 3.797 -2.078 0.1 0.1 0.1 0.00
C 0.750 3.997 -3.455 0.0 0.0 0.0 0.00
C 1.438 5.050 -4.030 0.0 0.0 0.0 0.00
C 2.183 5.912 -3.236 0.0 0.0 0.0 0.00
C 2.237 5.716 -1.867 0.0 0.0 0.0 0.00
C 1.545 4.660 -1.281 0.0 -0.1 -0.1 0.00
H 2.598 4.163 0.532 -0.1 -0.1 0.1 0.01
H 1.305 5.330 0.760 0.0 0.0 0.1 0.01
H -1.027 2.692 -1.685 0.0 -0.1 0.1 0.01
H 0.427 1.686 -1.742 0.0 -0.1 0.2 0.01
H 0.162 3.329 -4.073 0.0 0.0 0.0 0.00
H 1.383 5.206 -5.099 0.0 0.0 0.0 0.00
H 2.716 6.741 -3.683 0.0 0.0 0.0 0.00
H 2.809 6.390 -1.241 0.0 0.0 0.0 0.00
C 3.977 0.930 -0.908 0.0 0.0 -0.1 0.00
N 3.896 -0.043 0.178 -0.2 0.0 0.0 0.00
C 4.994 -0.723 0.602 0.0 -0.1 0.1 0.00
C 4.915 -1.671 1.559 0.1 0.0 0.0 0.00
C 3.625 -1.937 2.109 -0.1 0.2 -0.2 0.00
N 2.563 -1.260 1.690 0.1 -0.1 0.3 0.02
C 2.662 -0.356 0.715 0.2 0.0 -0.1 0.01
O 1.625 0.207 0.287 -0.2 -0.2 0.2 0.06
N 3.439 -2.860 3.052 0.0 0.0 0.0 0.00
H 4.974 1.362 -0.932 0.0 0.0 0.0 0.00
H 3.240 1.712 -0.748 0.0 0.0 0.0 0.00
H 3.766 0.452 -1.866 0.0 0.0 0.0 0.00
H 5.927 -0.467 0.119 0.0 0.0 0.0 0.00
H 5.790 -2.216 1.878 0.0 0.0 0.0 0.00
H 4.193 -3.445 3.363 0.0 0.0 0.0 0.00
H 2.495 -3.114 3.294 0.0 0.0 0.0 0.00
Br -4.994 -3.368 -3.528 0.1 0.0 0.0 0.00
C -3.382 -3.479 -2.541 -0.1 0.1 0.0 0.00
C -2.595 -2.345 -2.413 0.0 0.0 0.0 0.00
C -1.442 -2.410 -1.651 0.0 -0.1 0.1 0.00
C -1.078 -3.597 -1.018 0.1 0.2 0.1 0.00
C -1.857 -4.734 -1.195 0.1 0.0 0.0 0.00
C -3.013 -4.678 -1.955 -0.1 -0.1 0.0 0.00
C 0.106 -3.668 -0.100 -0.4 -0.1 -0.3 0.01
O 0.695 -4.683 0.158 0.0 0.0 0.1 0.01
O 0.491 -2.494 0.418 0.8 -1.2 -1.3 0.01
H -2.887 -1.421 -2.892 0.0 0.0 0.0 0.00
H -0.818 -1.530 -1.558 0.0 0.0 0.1 0.00
H -1.557 -5.657 -0.717 0.0 0.0 0.0 0.00
H -3.629 -5.558 -2.083 0.0 0.0 0.0 0.00
```
Forces are in eV/Å.

Results
multiplicity = 4
orbital gap (spin up / spin down) = 7.300 / 5.041 eV
HOMO energy (spin up / spin down) = -10.08 / -10.16 eV
LUMO energy (spin up / spin down) = -2.783 / -5.121 eV
⟨S²⟩ = 4.20
charge = +1
max |F| = 2.0 eV/Å

---

2 unconnected molecules or ions with the total composition C4H11NS in a non-equilibrium geometry, computed with ωB97M-V/def2-TZVPD.

XYZ file:
```
17
Properties=species:S:1:pos:R:3:forces:R:3:mulliken_charge:R:1
C 0.255 -0.497 -2.917 -2.5 -1.3 0.5 -0.63
C 0.177 1.751 1.747 -0.4 2.1 -0.7 -0.97
C -0.086 -1.430 -2.033 -0.5 -1.4 0.0 -0.42
C -1.097 0.273 0.062 -1.9 -0.5 1.0 -0.69
N 0.795 -0.568 2.187 0.4 -1.3 0.2 -0.57
S -0.821 0.315 1.666 1.5 -1.3 -1.1 0.15
H 1.174 -0.731 -3.196 4.7 0.4 -1.2 0.30
H 0.973 -1.612 1.970 -0.9 2.3 0.9 0.18
H -0.299 0.038 -3.671 -0.8 0.2 0.5 0.29
H -0.419 2.460 1.040 1.5 -0.8 1.5 0.34
H 1.237 1.498 1.403 -1.7 0.6 0.6 0.36
H 0.047 2.071 2.797 0.8 0.4 -0.6 0.37
H -1.077 -1.825 -1.847 -0.3 0.8 0.3 0.28
H 0.660 -2.120 -1.558 -0.3 1.1 -0.6 0.19
H -2.075 -0.222 -0.106 1.0 0.2 -0.5 0.28
H -0.552 0.841 -0.686 -0.1 -0.4 0.4 0.35
H 1.107 -0.242 3.143 -0.5 -1.0 -1.4 0.20
```
Forces are in eV/Å.

Results
orbital gap = 8.452 eV
HOMO energy = -7.64 eV
LUMO energy = 0.812 eV
relative energy (zero: lowest compared OMol25 entry of this formula, charge and spin) = 124.30 kcal/mol
max |F| = 4.9 eV/Å